Record 1
69
Properties=species:S:1:pos:R:3 method="wB97M-V/def2-TZVPD" max_force_ev_per_a=0.45 spin_multiplicity=4 homo_ev="-16.18 / -16.25" charge=+3
Mn -0.26087 -0.31580 -1.20350
C 3.16764 3.12875 2.96060
Si 1.66041 2.11869 3.35598
C 0.08763 3.05188 2.99429
C 1.66448 1.44735 5.08478
C 1.72591 0.57971 2.18608
C 2.57370 -0.49086 2.48636
C 2.68234 -1.62236 1.67619
C 1.90620 -1.70224 0.54223
N 1.08091 -0.69123 0.24077
C 1.00263 0.40105 1.01476
S -0.16169 1.48909 0.23723
H 3.23911 3.96660 3.65713
H 3.11641 3.54703 1.95326
H 4.09261 2.55739 3.04885
H -0.01075 3.82524 3.76189
H -0.80518 2.42786 3.06147
H 0.08470 3.58146 2.03983
H 1.69725 2.27922 5.79128
H 2.51928 0.81214 5.31614
H 0.75346 0.88163 5.29067
H 3.17486 -0.44877 3.38646
H 3.35243 -2.43196 1.92772
H 1.91900 -2.55481 -0.12447
Br -2.54291 -0.61278 5.89486
C -2.20420 -0.85734 4.07943
C -2.83430 -0.03859 3.14319
C -2.58231 -0.21364 1.79541
C -1.71498 -1.22353 1.39210
C -1.08995 -2.05102 2.32056
C -1.33698 -1.86775 3.66903
N -1.47560 -1.45597 -0.00190
C -1.86411 -2.55786 -0.53340
C -1.52677 -2.87484 -1.91601
C -2.04551 -3.96305 -2.58543
C -1.68857 -4.13855 -3.92406
C -0.84230 -3.22223 -4.51735
C -0.35545 -2.15420 -3.76451
N -0.68449 -1.98634 -2.48913
H -3.52597 0.72261 3.47484
H -3.07375 0.41725 1.06830
H -0.42193 -2.83725 1.99179
H -0.87326 -2.51185 4.40257
H -2.46643 -3.24772 0.05561
H -2.70796 -4.65613 -2.08497
H -2.07164 -4.97981 -4.48542
H -0.54769 -3.32154 -5.55257
H 0.31161 -1.42007 -4.19808
C 3.67639 -0.46231 -2.87546
S 2.37836 0.70645 -3.20586
C 3.02979 2.14584 -2.39068
O 1.21149 0.25393 -2.30227
H 4.54983 -0.13965 -3.44422
H 3.35095 -1.43345 -3.24301
H 3.89532 -0.48837 -1.80934
H 3.90649 2.46944 -2.95312
H 3.29018 1.90344 -1.36184
H 2.26711 2.92077 -2.43581
C -3.70639 2.20081 -3.46497
C -4.06047 1.16679 -2.60988
C -3.06603 0.45886 -1.96813
N -1.76094 0.73247 -2.14660
C -1.41976 1.73582 -2.97535
C -2.36207 2.48605 -3.64828
H -4.46636 2.77564 -3.97659
H -5.09534 0.91017 -2.43464
H -3.31135 -0.34520 -1.29044
H -0.36389 1.93386 -3.08206
H -2.04034 3.28376 -4.30232



Record 2
77
Properties=species:S:1:pos:R:3 method="wB97M-V/def2-TZVPD" e_above_lowest_kj_mol=125.50 max_force_ev_per_a=0.46 spin_multiplicity=2 homo_ev="-7.20 / -6.88" charge=0
V -0.28493 -0.58533 -0.50578
N 0.27547 1.51550 -0.05433
C 0.07890 1.86660 1.36203
C 0.14454 0.62301 2.22889
N -0.72065 -0.44755 1.70440
C -2.16579 -0.25892 1.94256
C -2.86057 0.50453 0.81990
N -2.37488 0.07662 -0.50391
H 1.21727 1.74379 -0.35247
H -0.34714 2.05539 -0.66068
H -0.88426 2.35780 1.46504
H 0.82416 2.58857 1.70108
H -0.11955 0.87790 3.26242
H 1.16428 0.23315 2.22999
H -0.44482 -1.31582 2.14587
H -2.34041 0.25877 2.89366
H -2.60452 -1.25379 2.03313
H -2.67895 1.57648 0.89628
H -3.94086 0.37151 0.91908
H -2.43768 0.87138 -1.15823
H -2.96138 -0.65639 -0.88556
C -1.01477 -1.15757 -5.97235
C -0.01356 -0.94359 -4.87585
C 1.35792 -0.92600 -5.10470
C 2.23566 -0.68822 -4.06061
C 1.69426 -0.49058 -2.80858
Br 2.86299 -0.07570 -1.37474
N 0.39616 -0.53385 -2.54535
C -0.43530 -0.73778 -3.57260
H -0.51860 -1.30330 -6.93048
H -1.67819 -0.29621 -6.06263
H -1.63102 -2.03606 -5.77650
H 1.74439 -1.09026 -6.10287
H 3.30561 -0.67263 -4.19876
H -1.49055 -0.73416 -3.32813
S 0.93572 6.62218 0.30113
C -0.17953 5.58267 -0.35164
S 0.10204 4.70179 -1.83279
C -1.40433 3.83389 -1.63358
N -2.06881 4.20461 -0.57989
N -1.40064 5.21889 0.10091
C -2.06572 5.74806 1.24575
C -1.94849 7.09336 1.56870
C -2.61892 7.58799 2.67691
C -3.41051 6.75698 3.45426
C -3.54272 5.42002 3.10961
C -2.87562 4.91236 2.00686
S -1.85027 2.56248 -2.69825
H -1.33237 7.73924 0.96217
H -2.52290 8.63660 2.92720
H -3.93300 7.15142 4.31611
H -4.17655 4.76794 3.69769
H -3.00570 3.88427 1.70762
N 5.28699 -5.15812 3.81432
C 4.61241 -4.87410 2.64190
C 4.63546 -3.57894 2.10671
C 4.00154 -3.30629 0.91264
C 3.33154 -4.31303 0.22761
C 3.30395 -5.59712 0.74596
C 3.93990 -5.87858 1.94305
S 2.50850 -3.92688 -1.28786
O 2.01207 -5.17142 -1.82495
O 3.41059 -3.13590 -2.08148
N 1.29655 -2.95470 -0.85042
C 0.10758 -3.46640 -0.56319
S -0.32784 -5.11220 -0.16800
C -1.94153 -4.59729 0.18978
C -2.06888 -3.27453 -0.02492
N -0.92928 -2.63161 -0.45337
H 5.51643 -4.38519 4.41387
H 5.02906 -5.99848 4.30120
H 5.17016 -2.79451 2.62997
H 4.03533 -2.30777 0.49302
H 2.79205 -6.37856 0.19929
H 3.92509 -6.88816 2.33660
H -2.71277 -5.29406 0.47150
H -2.98976 -2.71817 0.07877



Record 3
78
Properties=species:S:1:pos:R:3 method="wB97M-V/def2-TZVPD" e_above_lowest_kj_mol=161.74 max_force_ev_per_a=2.72 homo_ev=-4.28 charge=-1
Ca -0.25557 0.99681 -0.00126
C 2.83930 2.73721 0.44090
N 2.21760 2.83283 1.75703
C 3.23799 2.86980 2.78389
C 1.34842 3.99433 1.87823
C 0.15186 3.98946 0.92959
N -0.70838 2.84385 1.18138
C -2.00431 2.97827 1.43633
C -2.73025 1.79682 1.78222
F -1.99106 0.65616 1.97154
C -4.08523 1.72874 1.94163
F -4.65028 0.53274 2.22513
C -4.89172 2.84889 1.83995
C -4.22052 4.03410 1.59793
F -4.94395 5.17201 1.53546
C -2.85823 4.12297 1.42636
F -2.36713 5.37543 1.24230
H 3.40223 3.65046 0.18462
H 2.09694 2.55565 -0.33358
H 3.52826 1.89226 0.43364
H 3.90440 3.74621 2.68918
H 3.84956 1.96716 2.72382
H 2.77267 2.90731 3.77117
H 1.91759 4.93108 1.71147
H 0.96512 4.01597 2.90328
H 0.51607 3.95276 -0.10228
H -0.34666 4.94558 1.06212
H -5.96417 2.80990 1.94025
N 0.85299 0.50894 -4.51360
C 1.57230 0.44568 -3.34848
S 3.05162 1.25085 -3.22881
N 1.17923 -0.46574 -2.46756
N 1.38857 -0.33758 -1.18623
C 1.72381 -1.40526 -0.49602
C 2.07258 -2.69379 -1.14551
C 2.82745 -2.69513 -2.32100
C 3.09222 -3.87798 -2.99288
C 2.60840 -5.08651 -2.51075
C 1.86671 -5.10053 -1.33856
C 1.60613 -3.92010 -0.66224
C 1.71313 -1.23660 0.94775
C 2.33171 -2.14024 1.82681
C 2.27852 -1.90657 3.18575
C 1.63219 -0.77076 3.66071
C 1.07816 0.09136 2.73062
N 1.10410 -0.13372 1.42398
H 1.16004 1.26121 -5.10691
H -0.14917 0.47866 -4.40359
H 3.21350 -1.75902 -2.70548
H 3.67647 -3.85886 -3.90435
H 2.80529 -6.00754 -3.04516
H 1.48067 -6.03746 -0.95322
H 1.01898 -3.94353 0.24723
H 2.85396 -2.99841 1.42896
H 2.74772 -2.59842 3.87471
H 1.57635 -0.55505 4.71839
H 0.58685 1.01005 3.03120
C -2.01644 -3.22254 -3.09841
C -2.45663 -2.23111 -2.02947
S -1.18400 -2.21388 -0.71580
O -1.28082 -0.88547 -0.06085
C -2.03583 -3.33396 0.47231
C -3.27198 -2.69084 1.07888
H -2.76982 -3.31060 -3.88105
H -1.85568 -4.21429 -2.66795
H -1.07725 -2.89741 -3.54755
H -3.42962 -2.47726 -1.60846
H -2.47397 -1.20466 -2.39772
H -1.28079 -3.50914 1.24157
H -2.23469 -4.27076 -0.05140
H -3.08831 -1.62820 1.24264
H -3.50201 -3.14371 2.04295
H -4.14707 -2.79641 0.43895
O -1.97828 3.66804 -1.82537
Cl -1.52461 2.34143 -2.03471
O -2.21168 1.42222 -1.16571
O -1.75017 1.93754 -3.38951
O -0.11136 2.25830 -1.74140



Record 4
72
Properties=species:S:1:pos:R:3 method="wB97M-V/def2-TZVPD" e_above_lowest_kj_mol=85.02 max_force_ev_per_a=0.85 spin_multiplicity=2 homo_ev="-7.70 / -7.65" charge=0
Fe -0.42137 1.10281 0.40629
C 1.86505 1.34992 -1.34500
N 1.56719 1.50911 0.10823
C 1.79428 2.89479 0.55964
C 0.88503 3.88528 -0.09692
N -0.55116 3.52829 0.00658
C -1.16033 4.02187 -1.24647
C -1.16369 4.10085 1.20072
C -1.73632 5.37143 1.16538
C -2.33377 5.92286 2.29054
C -2.35165 5.19822 3.47408
C -1.77086 3.94005 3.52015
C -1.15704 3.37449 2.39915
S -0.40977 1.78570 2.61840
C 2.46557 0.64140 0.87954
C 3.81057 0.95152 1.03691
C 4.65103 0.09517 1.73365
C 4.14825 -1.08005 2.27888
C 2.80578 -1.38970 2.13152
C 1.96984 -0.52947 1.42190
S 0.30983 -0.92900 1.13112
H 1.99568 0.29384 -1.56646
H 2.79062 1.87699 -1.60078
H 1.04904 1.72408 -1.95140
H 2.81868 3.21427 0.35355
H 1.64936 2.90675 1.63362
H 1.12357 3.98123 -1.15658
H 1.07351 4.85676 0.36380
H -0.92526 5.07690 -1.41687
H -2.23021 3.90424 -1.21643
H -0.78753 3.44565 -2.07902
H -1.73199 5.94334 0.24455
H -2.78227 6.90832 2.23570
H -2.82342 5.60739 4.35981
H -1.78712 3.36338 4.43940
H 4.22051 1.85865 0.60954
H 5.69737 0.34861 1.84778
H 4.80217 -1.75217 2.82217
H 2.39248 -2.30028 2.55114
Cl -5.92319 2.50396 0.43560
C -4.22541 2.98038 0.38655
Cl -3.17781 1.59862 0.77230
H -4.05184 3.74694 1.12901
H -4.00279 3.31707 -0.60824
C -0.96086 -7.86556 0.78069
C -0.37578 -6.72108 -0.01241
C -0.74282 -5.40717 0.26402
C -0.22294 -4.34637 -0.46423
C 0.67670 -4.60619 -1.49054
C 1.05301 -5.91347 -1.79214
C 0.52696 -6.95738 -1.04862
S 1.45743 -3.30154 -2.38913
O 2.66512 -2.96447 -1.69457
O 1.48317 -3.69614 -3.76719
N 0.46425 -2.01672 -2.25705
C -0.85536 -2.10791 -2.91330
C -1.54089 -0.74572 -2.95867
C -1.33061 0.01310 -1.67744
O -1.67900 -0.50516 -0.59776
O -0.71552 1.12282 -1.68377
H -1.10819 -7.58589 1.82454
H -0.31254 -8.74167 0.74724
H -1.93422 -8.15787 0.37820
H -1.44664 -5.20633 1.06621
H -0.51846 -3.33024 -0.22008
H 1.74745 -6.09746 -2.60479
H 0.82065 -7.97695 -1.27745
H 0.44698 -1.68780 -1.28606
H -1.50612 -2.82047 -2.40396
H -0.68674 -2.46366 -3.92600
H -2.61057 -0.92318 -3.07288
H -1.17510 -0.14004 -3.78590



What did the second record say?
77
Properties=species:S:1:pos:R:3 method="wB97M-V/def2-TZVPD" e_above_lowest_kj_mol=125.50 max_force_ev_per_a=0.46 spin_multiplicity=2 homo_ev="-7.20 / -6.88" charge=0
V -0.28493 -0.58533 -0.50578
N 0.27547 1.51550 -0.05433
C 0.07890 1.86660 1.36203
C 0.14454 0.62301 2.22889
N -0.72065 -0.44755 1.70440
C -2.16579 -0.25892 1.94256
C -2.86057 0.50453 0.81990
N -2.37488 0.07662 -0.50391
H 1.21727 1.74379 -0.35247
H -0.34714 2.05539 -0.66068
H -0.88426 2.35780 1.46504
H 0.82416 2.58857 1.70108
H -0.11955 0.87790 3.26242
H 1.16428 0.23315 2.22999
H -0.44482 -1.31582 2.14587
H -2.34041 0.25877 2.89366
H -2.60452 -1.25379 2.03313
H -2.67895 1.57648 0.89628
H -3.94086 0.37151 0.91908
H -2.43768 0.87138 -1.15823
H -2.96138 -0.65639 -0.88556
C -1.01477 -1.15757 -5.97235
C -0.01356 -0.94359 -4.87585
C 1.35792 -0.92600 -5.10470
C 2.23566 -0.68822 -4.06061
C 1.69426 -0.49058 -2.80858
Br 2.86299 -0.07570 -1.37474
N 0.39616 -0.53385 -2.54535
C -0.43530 -0.73778 -3.57260
H -0.51860 -1.30330 -6.93048
H -1.67819 -0.29621 -6.06263
H -1.63102 -2.03606 -5.77650
H 1.74439 -1.09026 -6.10287
H 3.30561 -0.67263 -4.19876
H -1.49055 -0.73416 -3.32813
S 0.93572 6.62218 0.30113
C -0.17953 5.58267 -0.35164
S 0.10204 4.70179 -1.83279
C -1.40433 3.83389 -1.63358
N -2.06881 4.20461 -0.57989
N -1.40064 5.21889 0.10091
C -2.06572 5.74806 1.24575
C -1.94849 7.09336 1.56870
C -2.61892 7.58799 2.67691
C -3.41051 6.75698 3.45426
C -3.54272 5.42002 3.10961
C -2.87562 4.91236 2.00686
S -1.85027 2.56248 -2.69825
H -1.33237 7.73924 0.96217
H -2.52290 8.63660 2.92720
H -3.93300 7.15142 4.31611
H -4.17655 4.76794 3.69769
H -3.00570 3.88427 1.70762
N 5.28699 -5.15812 3.81432
C 4.61241 -4.87410 2.64190
C 4.63546 -3.57894 2.10671
C 4.00154 -3.30629 0.91264
C 3.33154 -4.31303 0.22761
C 3.30395 -5.59712 0.74596
C 3.93990 -5.87858 1.94305
S 2.50850 -3.92688 -1.28786
O 2.01207 -5.17142 -1.82495
O 3.41059 -3.13590 -2.08148
N 1.29655 -2.95470 -0.85042
C 0.10758 -3.46640 -0.56319
S -0.32784 -5.11220 -0.16800
C -1.94153 -4.59729 0.18978
C -2.06888 -3.27453 -0.02492
N -0.92928 -2.63161 -0.45337
H 5.51643 -4.38519 4.41387
H 5.02906 -5.99848 4.30120
H 5.17016 -2.79451 2.62997
H 4.03533 -2.30777 0.49302
H 2.79205 -6.37856 0.19929
H 3.92509 -6.88816 2.33660
H -2.71277 -5.29406 0.47150
H -2.98976 -2.71817 0.07877



Please write out number 4 again, unchanged.
72
Properties=species:S:1:pos:R:3 method="wB97M-V/def2-TZVPD" e_above_lowest_kj_mol=85.02 max_force_ev_per_a=0.85 spin_multiplicity=2 homo_ev="-7.70 / -7.65" charge=0
Fe -0.42137 1.10281 0.40629
C 1.86505 1.34992 -1.34500
N 1.56719 1.50911 0.10823
C 1.79428 2.89479 0.55964
C 0.88503 3.88528 -0.09692
N -0.55116 3.52829 0.00658
C -1.16033 4.02187 -1.24647
C -1.16369 4.10085 1.20072
C -1.73632 5.37143 1.16538
C -2.33377 5.92286 2.29054
C -2.35165 5.19822 3.47408
C -1.77086 3.94005 3.52015
C -1.15704 3.37449 2.39915
S -0.40977 1.78570 2.61840
C 2.46557 0.64140 0.87954
C 3.81057 0.95152 1.03691
C 4.65103 0.09517 1.73365
C 4.14825 -1.08005 2.27888
C 2.80578 -1.38970 2.13152
C 1.96984 -0.52947 1.42190
S 0.30983 -0.92900 1.13112
H 1.99568 0.29384 -1.56646
H 2.79062 1.87699 -1.60078
H 1.04904 1.72408 -1.95140
H 2.81868 3.21427 0.35355
H 1.64936 2.90675 1.63362
H 1.12357 3.98123 -1.15658
H 1.07351 4.85676 0.36380
H -0.92526 5.07690 -1.41687
H -2.23021 3.90424 -1.21643
H -0.78753 3.44565 -2.07902
H -1.73199 5.94334 0.24455
H -2.78227 6.90832 2.23570
H -2.82342 5.60739 4.35981
H -1.78712 3.36338 4.43940
H 4.22051 1.85865 0.60954
H 5.69737 0.34861 1.84778
H 4.80217 -1.75217 2.82217
H 2.39248 -2.30028 2.55114
Cl -5.92319 2.50396 0.43560
C -4.22541 2.98038 0.38655
Cl -3.17781 1.59862 0.77230
H -4.05184 3.74694 1.12901
H -4.00279 3.31707 -0.60824
C -0.96086 -7.86556 0.78069
C -0.37578 -6.72108 -0.01241
C -0.74282 -5.40717 0.26402
C -0.22294 -4.34637 -0.46423
C 0.67670 -4.60619 -1.49054
C 1.05301 -5.91347 -1.79214
C 0.52696 -6.95738 -1.04862
S 1.45743 -3.30154 -2.38913
O 2.66512 -2.96447 -1.69457
O 1.48317 -3.69614 -3.76719
N 0.46425 -2.01672 -2.25705
C -0.85536 -2.10791 -2.91330
C -1.54089 -0.74572 -2.95867
C -1.33061 0.01310 -1.67744
O -1.67900 -0.50516 -0.59776
O -0.71552 1.12282 -1.68377
H -1.10819 -7.58589 1.82454
H -0.31254 -8.74167 0.74724
H -1.93422 -8.15787 0.37820
H -1.44664 -5.20633 1.06621
H -0.51846 -3.33024 -0.22008
H 1.74745 -6.09746 -2.60479
H 0.82065 -7.97695 -1.27745
H 0.44698 -1.68780 -1.28606
H -1.50612 -2.82047 -2.40396
H -0.68674 -2.46366 -3.92600
H -2.61057 -0.92318 -3.07288
H -1.17510 -0.14004 -3.78590